(1)
16 unconnected molecules or ions with the total composition C81H205N11O27, computed with wB97M-V/def2-TZVPD.

The geometry in XYZ format:
```
324
Properties=species:S:1:pos:R:3
C -8.376 1.380 -8.381
O -8.039 0.000 -8.575
C -6.837 -0.156 -9.342
C -5.670 0.411 -8.539
N -5.539 -0.293 -7.288
C -4.646 0.376 -6.391
C -4.733 -0.255 -5.013
O -5.811 0.391 -4.389
C -5.996 -0.029 -3.065
H -8.177 1.610 -7.334
H -9.459 1.493 -8.412
H -7.877 2.130 -8.996
H -6.959 0.502 -10.203
H -6.667 -1.216 -9.529
H -5.709 1.500 -8.520
H -4.736 0.279 -9.085
H -6.432 -0.475 -6.853
H -5.065 1.379 -6.311
H -3.615 0.477 -6.728
H -3.758 -0.110 -4.547
H -4.869 -1.314 -5.231
H -6.005 -1.101 -2.866
H -7.015 0.162 -2.731
H -5.220 0.429 -2.452
C 2.730 4.517 2.449
O 3.028 5.768 1.813
C 1.898 6.627 1.509
C 2.114 7.321 0.219
N 2.417 6.330 -0.820
C 1.194 5.521 -1.073
C -0.029 6.214 -1.628
O 0.192 7.011 -2.791
C 0.826 6.297 -3.856
H 2.448 4.918 3.423
H 3.650 3.934 2.411
H 1.876 4.114 1.904
H 1.686 7.427 2.219
H 1.001 6.010 1.528
H 3.061 7.859 0.264
H 1.312 8.016 -0.027
H 3.163 5.806 -0.385
H 1.002 4.751 -0.326
H 1.475 4.920 -1.938
H -0.451 6.842 -0.844
H -0.776 5.453 -1.855
H 0.154 5.549 -4.277
H 1.760 5.853 -3.511
H 1.018 7.146 -4.512
C -5.595 4.324 6.081
O -6.101 3.589 5.057
C -7.542 3.624 5.062
C -8.025 3.229 3.661
N -7.602 1.859 3.235
C -7.998 1.498 1.897
C -7.915 0.118 1.589
O -6.659 -0.332 1.971
C -6.650 -1.758 1.775
H -5.962 3.909 7.019
H -5.774 5.373 5.845
H -4.505 4.343 6.076
H -8.009 4.550 5.395
H -7.883 2.872 5.774
H -7.748 3.904 2.851
H -9.115 3.208 3.635
H -6.739 1.621 3.704
H -7.489 2.094 1.140
H -9.055 1.764 1.885
H -7.972 0.052 0.503
H -8.715 -0.432 2.085
H -7.417 -2.212 2.402
H -5.737 -2.304 2.012
H -6.852 -1.954 0.722
C -6.349 0.356 6.677
O -6.823 -0.888 6.300
C -7.959 -0.883 5.464
C -8.786 -2.214 5.679
N -8.115 -3.440 5.223
C -6.749 -3.866 5.576
C -6.459 -5.187 4.738
O -7.086 -6.228 5.501
C -6.347 -6.890 6.442
H -6.916 0.818 7.486
H -6.218 1.024 5.826
H -5.358 0.322 7.128
H -7.671 -0.710 4.427
H -8.670 -0.133 5.810
H -9.709 -2.205 5.099
H -9.147 -2.468 6.675
H -8.660 -4.269 5.411
H -6.537 -4.132 6.611
H -6.043 -3.089 5.283
H -5.396 -5.209 4.500
H -7.038 -5.059 3.823
H -5.461 -7.324 5.980
H -6.811 -7.738 6.946
H -5.949 -6.245 7.226
C -2.665 3.503 -2.601
O -1.385 3.611 -3.170
C -0.946 2.346 -3.668
C 0.293 2.473 -4.587
N 0.761 1.103 -4.854
C 1.998 1.308 -5.649
C 2.826 -0.026 -5.643
O 3.503 -0.181 -4.387
C 4.441 -1.270 -4.346
H -2.673 2.718 -1.845
H -3.414 3.275 -3.359
H -2.958 4.424 -2.096
H -1.706 1.994 -4.365
H -0.899 1.715 -2.780
H 1.054 3.039 -4.050
H -0.091 2.883 -5.521
H 0.927 0.554 -4.023
H 2.642 2.118 -5.308
H 1.643 1.531 -6.655
H 3.517 0.037 -6.484
H 2.205 -0.903 -5.822
H 4.979 -1.480 -3.422
H 5.299 -1.006 -4.964
H 4.063 -2.194 -4.783
C 1.402 -0.561 9.628
O 2.601 -0.785 8.806
C 3.158 -2.074 9.103
C 3.765 -2.702 7.851
N 2.738 -3.225 6.962
C 3.184 -4.028 5.935
C 2.130 -4.121 4.903
O 1.867 -2.899 4.199
C 0.890 -2.993 3.176
H 0.681 -1.370 9.508
H 0.989 0.391 9.297
H 1.625 -0.353 10.674
H 2.527 -2.778 9.647
H 3.986 -1.872 9.783
H 4.365 -3.510 8.272
H 4.396 -1.978 7.336
H 2.256 -2.398 6.640
H 3.542 -4.966 6.360
H 4.050 -3.492 5.546
H 1.303 -4.583 5.444
H 2.478 -4.931 4.262
H -0.104 -2.760 3.555
H 0.959 -3.989 2.739
H 1.048 -2.264 2.381
C 1.637 -7.627 -8.132
O 1.988 -7.225 -6.794
C 3.106 -6.350 -6.679
C 3.226 -5.992 -5.188
N 4.095 -4.834 -4.826
C 5.461 -5.298 -4.678
C 6.249 -4.171 -4.077
O 6.539 -3.219 -5.140
C 7.595 -2.364 -4.810
H 1.331 -6.757 -8.712
H 0.995 -8.507 -8.172
H 2.549 -8.033 -8.572
H 2.845 -5.486 -7.291
H 4.081 -6.744 -6.967
H 3.620 -6.864 -4.667
H 2.226 -5.755 -4.825
H 4.241 -4.180 -5.582
H 5.820 -5.671 -5.637
H 5.527 -6.163 -4.017
H 7.228 -4.570 -3.811
H 5.926 -3.672 -3.163
H 7.649 -1.545 -5.528
H 8.494 -2.979 -4.771
H 7.528 -1.847 -3.853
C 4.908 7.672 -7.120
O 5.326 6.475 -6.536
C 4.766 6.206 -5.281
C 5.516 4.975 -4.715
N 4.835 4.269 -3.596
C 5.336 2.912 -3.360
C 4.593 2.025 -2.353
O 4.739 2.736 -1.091
C 4.162 1.984 -0.011
H 3.824 7.619 -7.223
H 5.280 7.848 -8.130
H 5.189 8.492 -6.460
H 3.725 5.885 -5.315
H 4.831 7.015 -4.552
H 6.443 5.475 -4.435
H 5.655 4.245 -5.513
H 4.880 4.795 -2.735
H 6.392 2.905 -3.091
H 5.175 2.320 -4.261
H 5.064 1.043 -2.404
H 3.513 2.066 -2.487
H 4.557 0.969 -0.025
H 3.078 1.877 -0.041
H 4.464 2.341 0.974
C -3.539 -4.402 0.775
O -2.983 -4.394 2.113
C -2.084 -5.498 2.403
C -1.686 -5.560 3.873
N -2.874 -5.809 4.726
C -2.425 -5.851 6.054
C -2.003 -4.480 6.729
O -3.104 -3.815 7.387
C -2.653 -2.859 8.447
H -4.394 -5.075 0.709
H -2.826 -4.735 0.020
H -3.845 -3.402 0.466
H -1.168 -5.139 1.933
H -2.427 -6.450 1.998
H -1.134 -4.743 4.336
H -0.852 -6.254 3.977
H -3.518 -5.031 4.703
H -1.631 -6.579 6.219
H -3.204 -6.380 6.605
H -1.383 -3.750 6.209
H -1.322 -4.900 7.469
H -2.508 -1.920 7.913
H -1.716 -3.156 8.918
H -3.416 -2.764 9.219
C 1.991 -0.720 -1.252
O 0.608 -0.387 -1.136
C 0.360 0.684 -0.233
C -1.026 0.652 0.432
N -1.189 1.874 1.341
C -2.597 2.229 1.692
C -3.485 0.964 2.102
O -2.990 0.560 3.348
C -3.346 -0.834 3.601
H 2.120 -1.572 -1.919
H 2.309 -0.954 -0.236
H 2.475 0.146 -1.701
H 0.500 1.580 -0.838
H 1.072 0.746 0.589
H -1.229 -0.222 1.050
H -1.779 0.732 -0.352
H -0.548 1.715 2.105
H -2.982 2.748 0.814
H -2.450 2.878 2.555
H -3.600 0.191 1.342
H -4.545 1.134 2.286
H -2.796 -1.139 4.491
H -2.989 -1.500 2.815
H -4.389 -1.083 3.794
C 8.925 -1.644 -8.162
O 9.691 -1.816 -6.928
C 10.888 -1.075 -6.749
C 10.609 0.343 -6.217
N 10.343 0.168 -4.778
C 9.788 1.434 -4.242
C 9.535 1.438 -2.745
O 8.296 0.860 -2.457
C 7.873 1.092 -1.126
H 8.295 -0.794 -7.899
H 8.308 -2.504 -8.423
H 9.572 -1.469 -9.021
H 11.320 -0.901 -7.735
H 11.698 -1.607 -6.252
H 9.957 0.949 -6.846
H 11.578 0.800 -6.419
H 9.629 -0.541 -4.695
H 8.896 1.806 -4.747
H 10.535 2.221 -4.345
H 9.518 2.425 -2.284
H 10.342 0.894 -2.254
H 6.891 0.624 -1.051
H 7.728 2.165 -1.001
H 8.646 0.632 -0.511
C 2.929 0.603 2.882
C 1.816 0.796 3.972
C 2.400 1.484 5.258
O 0.743 1.479 3.387
H 2.848 1.377 2.119
H 2.796 -0.387 2.446
H 3.949 0.584 3.266
H 1.354 -0.153 4.244
H 2.815 2.414 4.870
H 3.274 0.955 5.636
H 1.641 1.612 6.029
H 0.050 1.554 4.048
C 0.517 -3.698 -1.727
C -0.376 -3.342 -2.876
C 0.137 -2.249 -3.836
O -0.630 -4.507 -3.630
H 0.610 -2.943 -0.946
H 1.536 -4.059 -1.867
H 0.014 -4.495 -1.179
H -1.348 -3.101 -2.445
H -0.216 -2.396 -4.857
H 1.222 -2.176 -3.908
H -0.247 -1.267 -3.561
H 0.223 -4.698 -4.027
C 6.829 -1.877 1.037
C 5.938 -2.518 -0.151
C 5.202 -3.752 0.249
O 4.866 -1.504 -0.420
H 6.159 -1.824 1.895
H 7.203 -0.908 0.707
H 7.762 -2.359 1.330
H 6.618 -2.540 -1.002
H 4.583 -4.230 -0.511
H 4.550 -3.546 1.097
H 5.841 -4.594 0.516
H 4.283 -2.045 -0.958
C -1.456 3.433 5.446
C -1.743 2.158 6.098
C -3.124 1.964 6.687
O -1.429 1.036 5.255
H -0.392 3.551 5.240
H -2.000 4.208 5.986
H -1.974 3.602 4.503
H -1.002 2.126 6.897
H -3.772 2.195 5.841
H -3.400 2.683 7.458
H -3.260 0.948 7.056
H -2.113 0.956 4.585
C -4.209 5.359 1.259
C -5.592 4.878 0.795
C -6.200 5.715 -0.333
O -5.343 3.596 0.188
H -3.756 4.778 2.063
H -4.315 6.330 1.742
H -3.553 5.460 0.394
H -6.433 4.764 1.478
H -5.666 5.505 -1.259
H -6.023 6.790 -0.306
H -7.288 5.649 -0.350
H -5.196 2.963 0.894
```

As for the calculated total energy: -5842.0817 Eh. As for the energy above the lowest of the compared OMol25 structures with the same formula, charge and spin: 209.64 kcal per mole. The highest occupied orbital energy comes out at -8.16 eV. The total charge is 0. The calculation puts the HOMO-LUMO gap at 8.68 eV.


(2)
A molecular structure, InN2O6, computed with wB97M-V/def2-TZVPD.

The geometry in XYZ format:
```
9
Properties=species:S:1:pos:R:3
In -29.169 -17.593 3.326
N -29.270 -13.365 -0.527
O -29.567 -14.145 0.335
O -30.035 -13.230 -1.481
O -28.175 -12.795 -0.549
N -33.643 -17.904 6.862
O -32.672 -17.836 6.171
O -34.539 -17.100 6.777
O -33.662 -18.830 7.631
```

As for the calculated total energy: -750.2646 Eh. As for the energy above the lowest of the compared OMol25 structures with the same formula, charge and spin: 32.85 kcal per mole. The highest occupied orbital energy comes out at -12.02 eV. The total charge is +1. The calculation puts the HOMO-LUMO gap at 1.47 eV.


(3)
2 unconnected molecules or ions with the total composition C4H7N3O3, computed with wB97M-V/def2-TZVPD.

The geometry in XYZ format:
```
17
Properties=species:S:1:pos:R:3
O 0.220 -1.751 1.561
C -0.135 -1.335 0.501
C -1.508 -1.498 -0.149
C -1.414 -0.645 -1.409
C 0.019 -0.217 -1.384
N 0.693 -0.582 -0.375
H -1.662 -2.556 -0.364
H -2.286 -1.183 0.543
H -1.658 -1.173 -2.332
H -2.048 0.245 -1.362
H 0.470 0.381 -2.161
O 0.558 2.154 0.726
N 1.593 2.538 1.650
N 2.513 1.804 1.834
O 2.720 0.622 1.269
H -0.061 2.887 0.775
H 1.987 0.310 0.678
```

As for the calculated total energy: -546.4834 Eh. As for the SMILES: O=C1CCC=N1.O/N=N\O. As for the energy above the lowest of the compared OMol25 structures with the same formula, charge and spin: 100.07 kcal per mole. The highest occupied orbital energy comes out at -10.07 eV. The total charge is 0. The calculation puts the HOMO-LUMO gap at 10.10 eV.


(4)
2 unconnected molecules or ions with the total composition HN2O2S, computed with wB97M-V/def2-TZVPD.

The geometry in XYZ format:
```
6
Properties=species:S:1:pos:R:3
N 1.667 2.020 0.197
N 0.972 0.966 0.001
O -0.995 -0.908 0.248
O -1.138 -3.089 -1.109
S -1.701 -2.201 -0.160
H -0.188 -0.389 0.114
```

As for the calculated total energy: -658.3964 Eh. As for the energy above the lowest of the compared OMol25 structures with the same formula, charge and spin: 43.11 kcal per mole. The highest occupied orbital energy comes out at -18.74 eV. The total charge is +1. The calculation puts the HOMO-LUMO gap at 10.41 eV.


(5)
A molecular structure, C24H38N2O3SSiTi, computed with wB97M-V/def2-TZVPD.

The geometry in XYZ format:
```
70
Properties=species:S:1:pos:R:3
Ti -0.896 -0.147 1.431
C -3.734 1.084 0.967
N -2.903 0.156 1.692
C -3.254 -0.524 2.876
C -2.176 -0.888 3.752
C -2.142 -1.673 4.943
C -0.729 -1.723 5.219
C -0.029 -1.101 4.206
N -0.899 -0.525 3.317
C -4.321 0.434 -0.311
C -4.929 1.326 -1.199
C -5.590 0.845 -2.321
C -5.621 -0.557 -2.606
C -5.138 -1.411 -1.618
C -4.365 -0.925 -0.532
H -3.098 1.928 0.691
H -4.533 1.412 1.617
H -4.299 -0.809 3.130
H -2.931 -2.253 5.372
H -0.351 -2.239 6.122
H 1.064 -1.040 4.015
H -4.737 2.393 -1.133
H -6.051 1.566 -3.016
H -6.237 -0.939 -3.449
H -5.226 -2.468 -1.750
H -3.762 -1.641 0.067
C 0.715 2.867 2.148
C 1.759 1.902 1.524
C 2.768 1.280 2.495
C 2.388 2.493 0.295
O 0.809 0.600 0.910
Si 1.247 -0.435 -0.271
S -0.444 -1.854 -0.126
O 2.686 -1.083 0.131
C 3.726 -1.845 -0.570
C 4.932 -1.534 0.295
C 3.426 -3.282 -0.554
C 3.896 -1.282 -1.991
O 1.254 0.307 -1.681
C 0.420 0.637 -2.781
C 1.415 1.232 -3.849
C -0.632 1.706 -2.371
C -0.220 -0.668 -3.303
H 1.204 3.830 2.449
H 0.276 2.308 2.988
H 0.034 2.978 1.281
H 3.488 2.088 2.815
H 3.273 0.403 2.083
H 2.125 1.015 3.404
H 2.862 3.383 0.586
H 1.605 2.660 -0.471
H 3.157 1.839 -0.075
H 4.595 -1.679 1.346
H 5.272 -0.513 0.083
H 5.745 -2.175 0.002
H 3.405 -3.618 0.513
H 4.183 -3.838 -1.067
H 2.536 -3.599 -1.080
H 3.961 -0.203 -2.070
H 2.992 -1.474 -2.599
H 4.697 -1.766 -2.549
H 1.773 2.285 -3.784
H 1.026 1.107 -4.862
H 2.379 0.685 -3.757
H -0.152 2.527 -1.828
H -1.353 1.278 -1.667
H -1.093 2.159 -3.294
H 0.440 -1.545 -3.261
H -0.577 -0.550 -4.310
H -1.115 -0.906 -2.656
```

As for the calculated total energy: -2809.6457 Eh. The highest occupied orbital energy (spin up / spin down) comes out at -11.04 / -11.45 eV. The spin multiplicity is 2. The total charge is +1. The calculation puts the HOMO-LUMO gap (spin up / spin down) at 7.18 / 7.61 eV.


(6)
4 unconnected molecules or ions with the total composition C19H20F24INO5, computed with wB97M-V/def2-TZVPD.

The geometry in XYZ format:
```
70
Properties=species:S:1:pos:R:3
F -1.845 2.466 -1.997
C -2.072 2.841 -3.270
F -1.088 2.270 -4.014
C -2.058 4.360 -3.448
F -0.839 4.872 -3.156
F -2.265 4.620 -4.773
C -3.134 5.145 -2.666
O -2.726 5.752 -1.433
C -2.765 4.952 -0.271
F -3.391 3.790 -0.538
F -3.557 5.608 0.606
C -1.377 4.752 0.347
F -0.536 4.147 -0.515
F -1.451 3.962 1.446
H -3.024 2.414 -3.596
H -3.405 5.994 -3.299
H -4.062 4.579 -2.553
H -0.937 5.709 0.637
F 3.427 -0.288 -3.306
C 2.960 0.647 -2.458
F 4.043 1.144 -1.806
C 1.952 0.083 -1.457
F 2.529 -0.843 -0.654
F 1.572 1.105 -0.635
C 0.661 -0.507 -2.061
O 0.606 -1.932 -2.211
C 1.155 -2.485 -3.384
F 1.456 -1.501 -4.252
F 0.157 -3.199 -3.961
C 2.342 -3.411 -3.099
F 3.345 -2.755 -2.476
F 2.854 -3.903 -4.256
H 2.522 1.462 -3.043
H -0.134 -0.289 -1.341
H 0.353 0.011 -2.973
H 2.046 -4.246 -2.473
F -0.542 -6.286 1.874
C -1.683 -6.563 2.532
F -1.696 -7.907 2.721
C -2.928 -6.123 1.761
F -3.038 -6.798 0.592
F -4.018 -6.480 2.502
C -3.053 -4.611 1.482
O -2.656 -4.155 0.182
C -1.289 -3.863 -0.017
F -0.641 -3.886 1.162
F -1.244 -2.582 -0.440
C -0.643 -4.775 -1.070
F -0.716 -6.073 -0.710
F 0.679 -4.487 -1.224
H -1.642 -6.090 3.518
H -4.123 -4.386 1.522
H -2.615 -4.003 2.277
H -1.136 -4.664 -2.039
C 1.212 2.137 2.576
C 1.882 3.496 3.077
I 2.489 4.628 1.269
C 3.260 3.263 3.894
O 3.055 3.014 5.307
C 2.843 1.650 5.592
N 3.465 0.530 4.887
O 2.086 1.365 6.561
H 1.166 1.428 3.467
H 0.149 2.274 2.196
H 1.809 1.645 1.724
H 1.155 4.185 3.643
H 3.824 4.265 3.814
H 3.913 2.499 3.359
H 2.946 -0.342 5.077
H 4.417 0.370 5.271
```

As for the calculated total energy: -3861.3968 Eh. As for the SMILES: FC(F)C(F)(F)COC(F)(F)C(F)F.FC(F)C(F)(F)COC(F)(F)C(F)F.FC(F)C(F)(F)COC(F)(F)C(F)F.C[C@H](I)COC(N)=O. As for the energy above the lowest of the compared OMol25 structures with the same formula, charge and spin: 0.00 kcal per mole. The highest occupied orbital energy comes out at -9.53 eV. The total charge is 0. The calculation puts the HOMO-LUMO gap at 9.82 eV.